Entry from OMol25: 12 unconnected molecules or ions with the total composition C44H116N4O16 at a distorted geometry (ωB97M-V with the def2-TZVPD basis set).

```
180
Properties=species:S:1:pos:R:3:forces:R:3
O -13.32047 -27.16702 3.54684 -0.4924 0.6468 -2.1089
O -5.88921 -19.51235 0.40535 0.2681 0.0126 0.7346
O -16.39323 -26.80728 -8.60877 -0.9060 -0.0025 -0.6032
O -11.13527 -22.20658 -0.47307 1.6166 -0.0842 -0.2249
O -10.23791 -22.42597 6.45160 -0.0464 0.5636 -1.0855
O -20.79419 -27.09337 -1.12368 0.4611 1.4387 -1.1773
O -13.33903 -24.34756 -4.47680 0.5184 -1.7180 1.4119
O -10.83524 -20.94576 -6.18530 0.1024 -0.0768 -1.7640
O -16.91716 -21.89559 -0.23866 -1.0929 -1.0943 -1.1123
O -14.95131 -20.32596 -1.31367 -1.4191 -1.8865 0.4049
O -10.31786 -25.53690 -7.15253 0.8255 0.6567 1.3062
O -10.18679 -28.20835 -3.82752 -0.1638 1.7479 0.5933
O -16.05783 -26.64503 -2.06431 0.6716 0.4129 -0.8083
O -6.85166 -24.14534 -0.34310 -0.3992 -0.3290 -0.8032
O -10.09091 -21.70359 -3.54075 1.0320 2.2391 -0.6047
O -11.74633 -18.90412 3.23004 0.1844 0.8017 1.9106
N -13.00725 -21.89436 -2.73003 0.0014 -1.4573 1.7695
N -11.31785 -21.81897 3.99046 -0.2220 -1.4425 -0.5207
N -18.63952 -25.41588 -2.53974 1.3446 0.5211 0.2712
N -8.67501 -23.84379 -5.25736 0.6216 -2.2757 -0.4912
C -7.06246 -25.12948 0.67140 0.1611 1.4010 0.3699
C -10.01859 -22.87883 7.75617 -0.1488 -0.3432 -0.4447
C -12.26022 -20.06912 2.68265 -0.3321 -0.5048 -2.2228
C -16.22111 -24.97477 -7.04925 -0.0869 0.5983 -0.8817
C -12.46288 -22.62325 -0.46650 -0.6799 -0.0637 0.6234
C -15.70141 -22.15923 1.77626 0.5702 -0.1479 0.0987
C -13.66435 -22.06001 -3.98980 -0.1826 -0.4221 0.0899
C -6.90465 -21.16942 1.87277 -0.1850 0.4353 -0.9473
C -14.20017 -19.18034 -1.24871 -0.5225 1.2848 0.5586
C -19.71150 -24.85635 -1.76860 -1.3397 -0.6362 0.7768
C -10.15071 -21.70748 -7.22290 0.1656 0.2017 1.1125
C -18.11765 -22.81425 1.60018 -0.6395 -0.5115 0.0106
C -8.64378 -23.66496 -3.83792 0.1096 2.7213 0.9291
C -10.70005 -30.49534 -3.54692 -0.5993 -0.9761 -0.9059
C -14.87831 -18.26992 -0.23348 0.4288 0.4231 -0.5266
C -16.17252 -25.44863 -2.86092 -0.6040 0.8802 0.5575
C -11.23463 -21.23040 2.65427 -0.9296 1.2437 2.2239
C -12.94566 -23.07488 -4.86113 -1.0299 0.7943 -1.3215
C -17.05201 -21.85999 1.14271 1.0790 0.1894 0.8253
C -8.93230 -25.71480 -6.88882 0.3666 0.1480 0.8829
C -7.03259 -20.36405 0.52613 -0.0389 0.0771 -0.2459
C -17.38768 -24.62833 -2.37022 0.4652 -1.5226 -0.3968
C -12.40269 -25.38409 -4.76238 -0.6783 -0.2503 -1.2392
C -14.92366 -27.44842 -2.44001 -1.1232 0.3140 -0.7538
C -20.94600 -25.79397 -1.80502 0.1557 -0.8325 -0.2430
C -13.60937 -24.65400 3.60330 0.4531 -2.1470 0.4279
C -11.09468 -29.17660 -4.24837 0.6181 -1.9369 -1.2117
C -12.70622 -17.82748 3.40376 1.1828 -0.9871 -0.3047
C -10.13048 -20.21624 -3.41572 0.1580 -0.8016 -0.0421
C -14.20088 -18.62288 -2.66941 0.8884 0.2704 -0.5369
C -10.12464 -23.18533 -0.29106 0.0559 -0.2188 -0.5664
C -20.72580 -27.06380 0.27581 0.0732 -0.3817 0.4725
C -10.29643 -22.85934 4.10275 0.1900 1.8732 0.5053
C -8.56907 -25.31193 -5.46384 -1.2435 -0.2648 -0.8996
C -8.31256 -19.56127 0.32173 -0.8299 0.3401 0.7952
C -10.35639 -23.43902 5.48157 0.2985 -0.8107 -0.5376
C -10.65385 -25.91761 -8.44062 0.1468 0.0879 -0.4445
C -16.19210 -26.44784 -7.25889 0.5071 -1.2222 0.4897
C -14.89693 -27.09998 -6.82966 -0.0550 0.0464 0.9319
C -11.06481 -29.27306 -5.82719 0.4319 0.5703 1.3338
C -13.08379 -23.07117 -1.78702 0.5467 0.7010 0.5228
C -8.71210 -22.13980 -3.50243 -0.4745 -1.5009 1.1410
C -13.49532 -26.30216 5.63837 0.0290 1.5612 1.1891
C -12.97375 -25.95867 4.23552 -0.6995 -0.4195 1.2127
H -17.42722 -23.66019 -2.86946 -0.1401 -0.0916 -0.2920
H -21.52405 -27.69280 0.66984 -0.2924 0.1848 0.1216
H -9.59912 -23.67305 -5.62745 -0.2833 0.5400 0.1412
H -10.19557 -24.01540 -0.99396 -0.2720 -0.0922 -0.2802
H -19.44988 -24.76032 -0.71483 0.2408 0.4203 0.3250
H -11.82275 -29.92317 -6.26419 0.1845 -0.0405 0.0857
H -14.26386 -17.37008 -0.20468 -0.3196 0.3470 0.1548
H -12.64410 -23.38221 0.29458 0.1520 -0.4759 0.1357
H -10.01867 -25.38420 -9.14782 -0.0901 0.1104 -0.3837
H -18.20077 -22.93522 2.68026 0.1776 0.6430 0.1832
H -7.67523 -23.95517 -3.43070 0.0202 -0.4393 -0.1206
H -10.23626 -20.80622 2.54729 0.2483 0.0303 -0.7598
H -14.07771 -23.42274 -1.51020 -0.7201 0.9167 -0.2673
H -13.19351 -25.60971 6.42420 0.8733 0.1181 0.0783
H -13.31405 -22.95269 -5.87968 0.3321 0.3206 -0.5283
H -16.19538 -25.62376 -3.93651 -0.1576 -0.5836 -0.0881
H -18.42597 -26.29610 -2.09286 0.0447 -0.5221 -0.2188
H -14.88659 -21.53848 1.40364 -0.2104 0.6152 0.0065
H -15.69381 -22.11712 2.86542 -0.1102 0.0435 0.0487
H -14.08579 -26.85756 -7.51623 0.0680 0.1272 -0.0270
H -13.23079 -27.31121 5.95451 0.1044 0.0712 -0.1005
H -9.56614 -24.18284 5.58332 0.3343 -0.1096 0.2440
H -6.16859 -25.74206 0.78903 -0.2801 -0.3417 0.0736
H -15.87971 -18.05697 -0.60757 -0.0275 0.2472 0.0900
H -14.39605 -20.98969 -1.72930 0.5337 -0.4441 -0.5540
H -8.28357 -25.10048 -7.51322 -0.1795 -0.1487 -0.7708
H -10.04708 -29.55057 -6.10168 0.0104 -0.6663 -0.1243
H -11.86672 -22.92007 -4.85527 0.0930 -0.1513 0.1852
H -13.20902 -24.56176 2.59368 -0.3515 0.0440 -0.1501
H -6.10814 -21.91296 1.84417 0.3491 0.2900 -0.2150
H -11.07668 -31.37381 -4.07087 -0.7182 0.0259 -0.1889
H -13.74081 -21.05460 -4.40382 0.0070 -0.2160 -0.6380
H -8.36266 -21.94970 -2.48761 -0.0248 -0.2844 0.3739
H -15.35687 -24.74382 -2.69952 0.6344 -0.3749 0.0776
H -9.64360 -30.75597 -3.61081 0.3423 0.7626 0.3706
H -16.18307 -21.38042 -0.58116 0.2813 0.6431 0.3432
H -14.87928 -27.53002 -3.52605 -0.0813 0.1146 -0.3644
H -17.44024 -20.88232 1.42827 0.3473 0.4669 0.2873
H -11.44207 -22.06302 1.98212 -0.0867 0.6178 -0.4601
H -11.69908 -25.64761 -8.59118 0.0438 -0.2332 -0.1496
H -14.56458 -26.16271 5.79760 -0.3613 -0.4568 -0.9275
H -9.43711 -24.20516 -3.32130 -0.0970 -0.0777 0.2850
H -10.39421 -23.60398 3.31279 -0.3132 -0.2124 0.1255
H -7.25709 -24.54790 1.57251 0.1088 -0.4166 0.5672
H -10.46179 -26.98293 -8.56828 -0.2884 -0.2753 -0.2119
H -12.02943 -21.79243 -2.96150 0.3294 0.1677 0.5578
H -14.66848 -22.42192 -3.76876 -0.2654 0.0003 -0.3727
H -9.44838 -19.76901 -4.13879 -0.0472 -0.1251 -0.1329
H -10.68395 -21.35405 -5.32972 0.3463 -0.3652 0.0994
H -12.10195 -28.93836 -3.90667 0.1196 0.5370 0.0053
H -12.27477 -17.17061 4.15906 -0.0137 0.1187 -0.2616
H -19.95327 -23.86864 -2.16112 -0.2690 0.0303 0.0630
H -9.14231 -23.52702 7.76595 0.0901 -0.2550 0.2317
H -16.16500 -24.60017 -6.02719 -0.0202 -0.3255 0.0099
H -15.37992 -24.57818 -7.61776 0.1141 0.4692 0.0045
H -11.13502 -19.84300 -3.61491 -0.0443 -0.3803 -0.0901
H -8.69876 -26.77788 -6.94724 0.1926 -0.1921 -0.5088
H -13.36144 -23.73862 4.14061 0.1408 -0.2146 0.2348
H -12.41980 -25.56936 -5.83638 0.3521 0.2488 -0.2915
H -11.09357 -30.57947 -2.53392 0.3670 0.2872 0.0732
H -14.98891 -28.18422 -6.76584 -0.0253 0.0030 -0.1394
H -6.02769 -18.92634 -0.34232 -0.0464 0.0182 -0.0461
H -15.34771 -23.14452 1.47257 -0.3848 -0.4084 0.0838
H -12.95648 -21.73868 -0.06401 -0.5634 0.0554 -0.3472
H -13.17833 -20.42302 3.15162 -0.0616 -0.0030 0.4267
H -17.08152 -24.40363 -1.34852 -0.6867 0.0741 0.5471
H -7.61801 -25.78172 -5.21308 0.3561 0.6298 -0.0004
H -12.88960 -27.94947 3.89859 0.2091 0.3793 0.3127
H -11.22802 -21.15332 4.74474 0.2386 0.1731 -0.0972
H -20.75982 -26.07630 0.73599 -0.2408 0.2072 -0.2064
H -13.96263 -27.02083 -2.15424 -0.0220 -0.0737 0.5758
H -11.88794 -25.86392 4.22370 0.1872 0.1220 0.1706
H -9.14156 -22.74998 -0.47024 -0.1655 0.3105 0.0655
H -6.98094 -20.98690 -0.36690 -0.0744 -0.8985 0.2238
H -11.36380 -25.21599 -4.47858 -0.0769 0.4201 0.3458
H -11.28648 -24.00634 5.44717 -0.5098 0.1112 1.0179
H -9.84600 -19.85978 -2.42570 0.0646 -0.4831 0.2445
H -9.29856 -28.36807 -4.15485 -0.0733 -0.3749 -0.1416
H -14.68413 -24.83337 3.63181 -0.0579 0.3174 -0.4005
H -9.07394 -21.68145 -7.05561 0.1325 0.0964 0.0209
H -19.80916 -27.52829 0.63930 0.3191 0.0058 -0.1941
H -12.78664 -17.34890 2.42774 -0.3434 0.3477 0.0968
H -7.98195 -25.68375 0.48323 0.3344 -0.1429 -0.4380
H -10.32576 -21.31826 -8.22587 -0.4503 0.2800 0.3252
H -6.11044 -23.58138 -0.11042 0.0332 -0.0950 0.1922
H -8.57161 -18.89217 1.14227 0.2003 -0.1843 0.4737
H -12.71465 -24.04606 -2.10548 0.9088 0.2317 -0.5638
H -12.72688 -26.35503 -4.38784 -0.2432 0.3226 0.7173
H -15.16757 -18.68786 -3.16881 -0.2172 -0.2949 0.4396
H -13.51223 -19.26521 -3.21829 -0.0286 0.0532 -0.3038
H -12.54103 -19.75664 1.67688 -0.2516 -0.5372 -0.7127
H -17.14584 -24.65834 -7.53180 0.0100 0.4958 0.1672
H -17.02227 -26.88358 -6.70298 -0.0747 -0.2256 -0.0764
H -13.88176 -17.59712 -2.85400 0.2948 0.1257 0.5393
H -10.91763 -23.43417 8.02341 0.1058 -0.0996 0.7914
H -14.96594 -18.64914 0.78466 0.1716 -0.3778 -0.1334
H -21.89906 -25.38036 -1.47529 0.2218 0.5439 0.3632
H -13.67809 -18.16159 3.76696 -0.0455 -0.2671 -0.1126
H -15.12333 -28.47000 -2.11655 0.3288 0.2150 0.5604
H -9.18615 -20.19511 0.16945 0.0109 -0.3004 0.0647
H -15.75139 -26.36227 -9.16699 0.1542 0.1359 0.0432
H -19.05484 -22.39659 1.23231 -0.2620 -0.4968 -0.0324
H -13.21960 -19.47778 -0.87711 0.5254 0.4505 -0.2605
H -11.12272 -28.26878 -6.24691 -0.5549 0.1766 0.0991
H -10.42402 -22.76225 -7.19376 -0.3485 -0.0676 -0.1560
H -9.30944 -25.85519 -4.87663 -0.1571 0.0095 0.6330
H -7.77813 -21.76401 2.14031 -0.3871 0.2990 -0.3284
H -10.09295 -23.64594 0.69632 -0.3635 0.1975 0.4316
H -8.32342 -18.86640 -0.51799 0.6123 -0.2537 -0.4596
H -9.34378 -22.35514 3.94039 0.6967 -0.2224 -0.0164
H -9.81441 -22.01521 8.38908 -0.3045 -0.1048 0.0071
H -14.65633 -26.72195 -5.83602 0.3277 -0.0764 0.0996
H -17.98307 -23.85051 1.29007 0.1030 0.0792 -0.6426
H -7.96010 -21.62415 -4.09970 -0.6635 0.4067 -0.8080
H -21.09848 -26.03336 -2.85742 0.0186 -0.3649 0.0164
H -6.71077 -20.48181 2.69601 0.0363 0.0764 -0.0891
```
Forces are in eV/Å.

Values from the calculation:
Max |F| (eV/Å): 2.88
SMILES: COCCNCCOC.COCCNCCOC.COCCNCCOC.COCCNCCOC.CC(C)O.CC(C)O.CC(C)O.CC(C)O.CC(C)O.CC(C)O.CO.CO
ΔE to the lowest compared entry with this formula, charge and spin (eV): 0.000